[1]
{"formula": "C4H7N3", "method": "ωB97M-V with the def2-TZVPD basis set", "elements": ["C", "C", "C", "C", "N", "N", "N", "H", "H", "H", "H", "H", "H", "H"], "xyz": [[1.311, -0.360, 0.797], [-1.211, 0.584, -0.002], [0.604, 0.369, -0.297], [-1.116, -0.670, -0.726], [-1.471, 0.625, 1.298], [1.017, 1.086, -1.233], [-0.829, -1.778, -1.111], [-1.788, 1.559, 1.540], [2.029, 1.230, -1.217], [-1.537, -2.383, -1.524], [-1.456, 1.384, -0.707], [0.731, -0.284, 1.716], [2.312, 0.051, 0.944], [1.404, -1.413, 0.522]], "forces_ev_per_angstrom": [[-0.1, 0.0, 0.0], [-0.9, -0.4, -0.3], [0.3, -0.3, -0.2], [0.3, 0.5, 1.0], [-0.1, -0.2, -0.3], [-0.2, 0.0, -0.1], [0.2, 0.3, -0.3], [0.2, 0.0, -0.1], [-0.1, 0.0, 0.1], [-0.1, 0.1, 0.2], [0.3, 0.0, 0.1], [0.0, 0.0, 0.0], [-0.1, 0.0, 0.0], [0.0, 0.1, 0.0]], "gap_ev": 7.9185, "energy_ha": -320.717166}


[2]
{"formula": "C32H30Cl2CsF2N8OS", "method": "ωB97M-V with the def2-TZVPD basis set", "elements": ["Cs", "C", "N", "C", "C", "N", "C", "C", "C", "C", "C", "C", "N", "C", "N", "C", "C", "C", "C", "C", "C", "N", "H", "H", "H", "H", "H", "H", "H", "H", "H", "H", "H", "H", "H", "H", "H", "Cl", "C", "Cl", "H", "H", "N", "C", "C", "C", "C", "C", "C", "C", "C", "N", "C", "H", "H", "H", "H", "H", "H", "H", "H", "O", "N", "C", "C", "C", "C", "C", "S", "H", "H", "H", "H", "F", "C", "F", "H"], "xyz": [[-0.444, -0.468, 0.933], [4.017, -0.932, -0.401], [3.151, -0.948, -1.557], [2.924, -2.275, -2.084], [1.640, -2.332, -2.842], [0.555, -1.699, -2.523], [-0.392, -2.096, -3.458], [-1.712, -1.684, -3.613], [-2.436, -2.242, -4.651], [-1.869, -3.181, -5.524], [-0.552, -3.589, -5.391], [0.169, -3.026, -4.345], [1.481, -3.157, -3.928], [3.841, 0.336, 0.367], [2.768, 1.061, 0.362], [3.007, 2.075, 1.282], [2.173, 3.100, 1.711], [2.659, 3.961, 2.677], [3.946, 3.814, 3.212], [4.785, 2.792, 2.803], [4.284, 1.929, 1.837], [4.808, 0.805, 1.221], [5.065, -1.028, -0.714], [3.812, -1.773, 0.285], [2.275, -0.478, -1.353], [2.867, -3.033, -1.285], [3.751, -2.570, -2.744], [-2.155, -0.954, -2.947], [-3.466, -1.937, -4.788], [-2.472, -3.594, -6.323], [-0.111, -4.308, -6.070], [2.195, -3.735, -4.330], [1.162, 3.174, 1.337], [2.015, 4.746, 3.053], [4.285, 4.504, 3.975], [5.773, 2.665, 3.231], [5.682, 0.355, 1.421], [0.869, -4.437, -0.143], [0.386, -4.242, 1.563], [1.571, -3.251, 2.445], [0.366, -5.230, 2.006], [-0.589, -3.706, 1.602], [-1.020, 3.209, -0.799], [-2.152, 3.332, -1.634], [-2.450, 4.504, -2.325], [-3.563, 4.554, -3.159], [-4.379, 3.444, -3.313], [-4.105, 2.240, -2.629], [-4.913, 1.073, -2.721], [-4.582, -0.032, -1.914], [-3.458, 0.013, -1.119], [-2.609, 1.066, -1.057], [-2.965, 2.185, -1.775], [-0.924, 3.986, -0.159], [-1.154, 2.339, -0.291], [-1.800, 5.366, -2.213], [-3.793, 5.470, -3.695], [-5.248, 3.487, -3.963], [-5.795, 1.075, -3.351], [-5.195, -0.927, -1.904], [-3.206, -0.849, -0.504], [1.169, 0.341, 2.861], [0.652, 0.392, 4.058], [1.208, -0.387, 5.016], [0.769, -0.400, 6.313], [-0.302, 0.431, 6.648], [-0.867, 1.213, 5.675], [-0.420, 1.223, 4.331], [-1.134, 2.185, 3.130], [2.021, -0.989, 4.639], [1.244, -1.053, 7.031], [-0.691, 0.453, 7.659], [-1.704, 1.861, 5.894], [-2.190, -3.660, 3.409], [-2.403, -3.243, 2.037], [-2.717, -4.519, 1.411], [-3.409, -2.793, 2.104]], "forces_ev_per_angstrom": [[-0.6, -0.3, -0.9], [0.0, 0.0, 0.0], [0.0, 0.1, 0.0], [0.0, 0.0, 0.1], [-0.1, -0.2, 0.0], [0.2, 0.2, 0.0], [0.0, 0.0, -0.1], [0.0, 0.0, 0.0], [0.0, 0.0, 0.0], [0.0, 0.0, 0.0], [0.0, 0.0, 0.0], [0.0, 0.1, 0.0], [0.1, 0.0, 0.0], [-0.1, 0.0, 0.1], [0.0, -0.1, -0.1], [0.1, 0.1, 0.0], [0.0, 0.0, 0.0], [0.0, 0.0, 0.0], [0.0, 0.0, 0.0], [0.0, 0.0, 0.0], [0.0, 0.0, 0.0], [0.0, 0.0, 0.0], [0.0, 0.0, 0.0], [0.0, 0.0, 0.0], [0.0, 0.0, 0.0], [0.0, 0.0, 0.0], [0.0, 0.0, 0.0], [0.0, 0.0, 0.0], [0.0, 0.0, 0.0], [0.0, 0.0, 0.0], [0.0, 0.0, 0.0], [0.0, 0.0, 0.0], [0.0, 0.0, 0.0], [0.0, 0.0, 0.0], [0.0, 0.0, 0.0], [0.0, 0.0, 0.0], [0.0, 0.0, 0.0], [0.0, -0.1, 0.0], [0.0, 0.0, 0.0], [0.1, 0.0, 0.0], [0.0, 0.0, 0.1], [0.0, 0.0, 0.0], [-0.2, 0.0, -0.1], [0.0, -0.1, 0.0], [0.0, 0.0, 0.0], [0.0, 0.0, 0.0], [0.0, 0.0, 0.0], [0.0, 0.0, 0.0], [0.0, 0.0, 0.0], [0.0, 0.0, 0.0], [-0.1, 0.0, 0.0], [0.0, -0.1, 0.1], [0.1, 0.0, 0.0], [0.0, 0.0, 0.0], [0.2, 0.1, 0.2], [0.0, 0.0, 0.0], [0.0, 0.0, 0.0], [0.0, 0.0, 0.0], [0.0, 0.0, 0.0], [0.0, 0.0, 0.0], [0.0, 0.0, 0.0], [0.5, 0.2, 0.6], [0.1, 0.1, 0.2], [0.0, 0.0, -0.1], [0.0, 0.0, 0.0], [0.0, 0.0, 0.0], [0.0, 0.0, 0.0], [0.0, 0.0, 0.1], [0.0, 0.1, 0.0], [0.0, 0.0, 0.0], [0.0, 0.0, 0.0], [0.0, 0.0, 0.0], [0.0, 0.0, 0.0], [0.0, 0.0, 0.0], [0.0, -0.1, 0.0], [0.0, 0.0, 0.0], [0.0, 0.0, 0.0]], "charge": -2, "spin_multiplicity": 2, "gap_ev": [2.4735, 4.9792], "energy_ha": -3289.138446}


[3]
{"formula": "C17H48F3N4O7S", "method": "ωB97M-V with the def2-TZVPD basis set", "elements": ["C", "C", "C", "O", "C", "N", "H", "H", "H", "H", "H", "H", "H", "H", "H", "H", "H", "H", "C", "C", "C", "O", "C", "N", "H", "H", "H", "H", "H", "H", "H", "H", "H", "H", "H", "H", "C", "C", "C", "O", "C", "N", "H", "H", "H", "H", "H", "H", "H", "H", "H", "H", "H", "H", "C", "C", "C", "O", "C", "N", "H", "H", "H", "H", "H", "H", "H", "H", "H", "H", "H", "H", "C", "F", "F", "F", "S", "O", "O", "O"], "xyz": [[-7.013, 3.941, -19.072], [-6.288, 3.486, -17.821], [-4.867, 3.886, -17.740], [-4.426, 3.539, -16.442], [-3.009, 3.454, -16.337], [-7.039, 3.990, -16.637], [-8.027, 3.717, -16.679], [-6.618, 3.729, -15.741], [-7.116, 5.017, -16.665], [-8.065, 3.653, -18.963], [-6.703, 3.425, -19.975], [-6.960, 5.025, -19.187], [-6.344, 2.397, -17.762], [-4.690, 4.963, -17.876], [-4.317, 3.355, -18.525], [-2.806, 3.108, -15.327], [-2.559, 4.438, -16.490], [-2.570, 2.753, -17.053], [-9.549, -5.401, -20.600], [-9.341, -3.921, -20.392], [-10.210, -3.040, -21.258], [-10.127, -1.677, -20.882], [-8.885, -1.056, -21.179], [-9.516, -3.498, -18.945], [-8.734, -3.905, -18.434], [-9.596, -2.466, -18.864], [-10.346, -3.944, -18.545], [-9.729, -5.534, -21.667], [-10.495, -5.705, -20.143], [-8.719, -5.998, -20.241], [-8.330, -3.576, -20.621], [-11.277, -3.284, -21.262], [-9.914, -3.161, -22.308], [-8.645, -1.070, -22.248], [-8.016, -1.469, -20.656], [-8.990, -0.022, -20.856], [-12.492, 0.670, -17.224], [-12.289, 1.064, -18.685], [-13.457, 0.790, -19.595], [-13.240, 1.261, -20.887], [-12.867, 0.269, -21.845], [-11.913, 2.540, -18.714], [-12.694, 3.104, -18.372], [-11.069, 2.671, -18.147], [-11.641, 2.790, -19.669], [-13.402, 1.217, -16.939], [-11.688, 1.103, -16.633], [-12.635, -0.395, -17.102], [-11.351, 0.644, -19.064], [-14.360, 1.276, -19.204], [-13.620, -0.295, -19.584], [-13.697, -0.432, -21.962], [-11.929, -0.205, -21.561], [-12.735, 0.784, -22.792], [-4.730, -3.449, -15.538], [-3.891, -2.443, -14.793], [-4.268, -2.262, -13.335], [-3.944, -3.340, -12.529], [-4.986, -4.252, -12.193], [-2.432, -2.840, -14.848], [-2.141, -2.912, -15.828], [-1.852, -2.070, -14.502], [-2.291, -3.721, -14.344], [-4.411, -3.648, -16.563], [-5.783, -3.206, -15.458], [-4.614, -4.430, -15.066], [-3.998, -1.460, -15.258], [-5.341, -2.028, -13.266], [-3.803, -1.350, -12.940], [-5.817, -3.718, -11.721], [-4.582, -4.966, -11.485], [-5.382, -4.789, -13.054], [-7.841, -0.041, -15.815], [-6.751, -0.838, -15.788], [-8.752, -0.625, -15.030], [-7.523, 1.155, -15.324], [-8.548, 0.117, -17.516], [-7.416, -0.090, -18.386], [-9.585, -0.889, -17.650], [-8.995, 1.514, -17.567]], "forces_ev_per_angstrom": [[-0.8, 0.0, 0.3], [-0.7, -0.9, -0.9], [1.1, 0.6, 0.5], [0.0, -0.5, -0.3], [0.1, 0.3, 0.3], [-0.9, 1.2, 0.2], [0.3, -0.7, 0.1], [0.1, -0.1, -0.1], [0.5, -0.1, 0.1], [0.0, 0.1, 0.0], [0.5, 0.1, 0.0], [0.1, 0.0, -0.2], [-0.1, 0.0, 0.1], [-0.2, 0.0, -0.3], [0.0, 0.0, 0.1], [0.1, 0.1, 0.0], [0.1, 0.0, 0.1], [-0.2, 0.0, -0.1], [-0.6, 0.5, -0.1], [0.4, 0.8, -0.2], [-0.7, 0.5, -0.8], [0.2, -0.4, 0.3], [0.3, 0.5, -0.3], [-0.3, -1.0, -0.3], [0.1, 0.6, 0.3], [0.2, -0.1, 0.3], [-0.1, 0.3, -0.1], [0.4, -0.3, 0.0], [0.1, -0.1, 0.2], [0.0, -0.2, -0.1], [0.2, -0.5, 0.1], [0.1, -0.2, 0.4], [0.2, -0.1, 0.1], [-0.3, -0.1, 0.0], [-0.2, -0.1, 0.2], [0.1, 0.0, 0.0], [-0.7, 1.5, -0.8], [1.5, -0.3, 0.4], [-0.3, -0.2, 0.1], [0.3, 0.5, -0.2], [-0.3, 0.4, -0.1], [0.0, -0.3, -0.1], [0.2, 0.3, -0.1], [-0.2, -0.1, 0.2], [-0.6, 0.2, -0.1], [-0.1, -0.5, 0.4], [0.2, -0.6, 0.2], [0.2, -0.1, 0.1], [-0.3, -0.5, -0.1], [0.0, -0.1, 0.0], [-0.1, 0.1, 0.1], [0.2, -0.2, 0.0], [0.0, -0.3, 0.0], [0.0, 0.1, 0.0], [0.5, -1.3, 0.3], [-0.5, 0.4, -0.1], [-0.9, 0.7, 0.5], [0.8, -0.5, -0.1], [-0.5, 0.2, 0.2], [-0.2, 0.9, -0.9], [0.0, -0.5, 0.1], [0.1, -0.4, 0.6], [0.2, 0.2, 0.2], [-0.2, 0.6, -0.1], [0.0, 0.2, -0.3], [-0.1, 0.0, 0.2], [0.3, 0.0, -0.1], [0.0, -0.1, -0.3], [0.4, -0.2, 0.0], [0.1, 0.0, 0.0], [0.1, 0.0, 0.0], [0.1, 0.0, -0.2], [-0.6, -1.0, 0.3], [-0.1, 0.5, -0.1], [0.2, 0.4, 0.1], [0.2, -0.1, 0.1], [0.7, 0.9, -1.6], [0.3, -0.3, 0.2], [-0.1, 0.1, 0.4], [-0.7, -0.2, 0.5]], "charge": 3, "gap_ev": 10.0279, "energy_ha": -2119.104849}


[4]
{"formula": "C3H13N2O3", "method": "ωB97M-V with the def2-TZVPD basis set", "elements": ["N", "C", "C", "N", "C", "O", "H", "H", "H", "H", "H", "H", "H", "H", "H", "H", "H", "O", "H", "H", "O"], "xyz": [[-1.443, -0.595, -0.300], [-0.191, -0.233, 0.451], [0.844, -1.278, -0.100], [2.141, -0.938, -0.094], [2.633, 0.235, 0.612], [0.397, -2.355, -0.458], [-2.000, -1.288, 0.200], [-1.045, -1.147, -1.069], [-1.987, 0.237, -0.573], [0.162, 0.738, 0.143], [-0.204, -0.526, 1.494], [2.780, -1.510, -0.622], [2.019, 1.106, 0.394], [3.644, 0.508, 0.338], [2.633, 0.056, 1.679], [-0.972, 2.369, 0.681], [-1.744, 2.750, 2.037], [-1.388, 2.034, 1.503], [-1.948, 2.518, -0.926], [-2.293, 2.169, -2.476], [-2.091, 1.822, -1.597]], "forces_ev_per_angstrom": [[0.8, -0.4, 0.8], [1.6, -2.0, -1.1], [-0.5, 0.4, 0.4], [0.1, 0.4, 0.0], [-0.1, 0.2, 0.0], [0.2, -0.4, -0.7], [-0.1, 0.3, 0.3], [-0.6, 0.2, -0.5], [0.0, 0.3, -0.4], [-0.5, 0.5, 0.5], [-0.6, 0.9, 0.3], [-0.1, -0.2, 0.2], [0.0, 0.1, 0.0], [0.1, -0.3, -0.3], [-0.1, 0.0, 0.3], [0.0, 0.7, 0.3], [0.1, 0.4, -0.3], [-0.1, -1.0, 0.3], [-0.1, 0.5, -0.5], [0.1, 0.5, 0.2], [-0.1, -1.2, 0.3]], "spin_multiplicity": 2, "gap_ev": [3.6588, 10.9766], "energy_ha": -457.208295}